No. 1
This record from OMol25 describes 15 unconnected molecules or ions with the total composition C32H102N8O15 in a non-equilibrium geometry. The level of theory is wB97M-V/def2-TZVPD.

Computed properties:
strongest force on any atom = 2.7 eV Å⁻¹
2S+1 = 1
E_HOMO = -8.4 eV
HOMO-LUMO gap = 8.64 eV

Last column: Löwdin charge in e.
CARTESIAN COORDINATES (ANGSTROEM)
C 0.884 -8.587 7.910  -0.04
C 0.389 -10.022 8.122  -0.47
C 0.913 -10.736 9.374  -0.22
O 2.300 -10.778 9.455  -0.18
C 2.923 -11.802 8.742  -0.11
N -1.013 -9.945 8.238  0.02
H 1.888 -8.644 7.490  0.06
H 0.968 -8.248 8.943  0.08
H 0.311 -8.034 7.166  0.08
H 0.692 -10.658 7.290  0.13
H 0.441 -11.714 9.278  0.12
H 0.519 -10.323 10.302  0.13
H 2.785 -11.763 7.662  0.08
H 2.645 -12.823 9.004  0.10
H 4.003 -11.734 8.877  0.07
H -1.221 -9.593 9.162  0.07
H -1.469 -10.843 8.313  0.07
C 7.631 -17.169 7.495  -0.04
C 8.229 -16.306 8.679  -0.41
C 9.693 -16.682 8.992  -0.19
O 9.762 -18.031 9.454  -0.20
C 9.224 -18.250 10.782  -0.08
N 8.041 -14.976 8.206  0.04
H 6.596 -16.928 7.253  0.08
H 7.650 -18.249 7.636  0.07
H 8.196 -17.028 6.574  0.05
H 7.605 -16.500 9.552  0.12
H 10.047 -16.049 9.805  0.11
H 10.404 -16.333 8.243  0.12
H 8.290 -17.764 11.065  0.08
H 10.007 -17.830 11.413  0.08
H 9.158 -19.324 10.953  0.09
H 7.077 -14.674 8.215  0.03
H 8.230 -15.123 7.225  0.03
C 8.131 -16.287 3.103  -0.06
C 9.321 -15.927 3.942  -0.42
C 10.750 -15.808 3.302  -0.14
O 11.016 -17.123 2.752  -0.17
C 12.013 -17.062 1.768  -0.14
N 8.897 -14.684 4.571  0.05
H 7.893 -15.406 2.506  0.08
H 7.288 -16.417 3.781  0.08
H 8.335 -17.143 2.460  0.08
H 9.368 -16.714 4.694  0.12
H 11.435 -15.659 4.137  0.11
H 10.842 -14.918 2.680  0.11
H 12.882 -16.586 2.221  0.08
H 11.746 -16.498 0.874  0.09
H 12.546 -17.931 1.382  0.08
H 7.888 -14.720 4.592  0.05
H 9.167 -13.909 3.982  0.03
C 5.427 -5.923 6.375  -0.10
C 4.966 -5.563 7.766  -0.42
C 4.650 -6.856 8.570  -0.19
O 3.766 -6.632 9.672  -0.17
C 3.580 -7.882 10.334  -0.11
N 6.007 -4.684 8.310  0.02
H 6.055 -6.789 6.167  0.07
H 6.051 -5.182 5.875  0.07
H 4.541 -5.938 5.739  0.07
H 4.092 -4.922 7.651  0.13
H 5.635 -7.286 8.752  0.13
H 4.053 -7.470 7.896  0.11
H 2.863 -7.789 11.149  0.09
H 4.527 -8.271 10.710  0.08
H 3.239 -8.653 9.642  0.05
H 5.744 -4.263 9.190  0.07
H 5.932 -3.874 7.713  0.06
C 6.111 -9.959 6.452  -0.05
C 6.347 -11.149 5.501  -0.37
C 7.423 -10.697 4.456  -0.11
O 7.721 -11.917 3.706  -0.23
C 8.847 -11.802 2.903  -0.15
N 6.797 -12.251 6.386  0.08
H 5.681 -9.229 5.766  0.06
H 7.087 -9.621 6.801  0.07
H 5.461 -10.193 7.295  0.08
H 5.417 -11.479 5.039  0.10
H 8.324 -10.330 4.948  0.13
H 7.006 -9.970 3.760  0.11
H 8.925 -12.469 2.045  0.10
H 9.806 -12.017 3.374  0.06
H 8.920 -10.745 2.644  0.07
H 7.471 -12.821 5.895  0.04
H 7.364 -11.860 7.125  0.05
C 12.626 -12.471 2.003  -0.05
C 13.691 -11.768 1.081  -0.36
C 14.955 -12.596 0.869  -0.14
O 14.781 -13.894 0.144  -0.22
C 15.855 -14.841 0.130  -0.11
N 12.934 -11.641 -0.205  0.03
H 11.712 -11.898 2.156  0.05
H 12.968 -12.653 3.021  0.07
H 12.462 -13.463 1.582  0.07
H 13.870 -10.780 1.504  0.14
H 15.348 -12.902 1.838  0.12
H 15.742 -12.084 0.316  0.12
H 15.476 -15.685 -0.447  0.08
H 16.180 -15.207 1.104  0.08
H 16.742 -14.543 -0.430  0.08
H 13.602 -11.446 -0.937  0.08
H 12.551 -12.572 -0.289  0.08
C 6.883 -9.634 0.184  -0.02
C 6.589 -8.211 -0.396  -0.42
C 6.836 -7.172 0.701  -0.20
O 6.007 -7.485 1.831  -0.20
C 6.265 -6.479 2.807  -0.10
N 7.279 -7.873 -1.639  0.03
H 7.781 -9.529 0.794  0.06
H 7.009 -10.398 -0.583  0.08
H 6.076 -9.877 0.875  0.06
H 5.513 -8.191 -0.573  0.13
H 6.767 -6.202 0.209  0.13
H 7.874 -7.262 1.023  0.13
H 7.217 -6.572 3.331  0.09
H 5.515 -6.493 3.598  0.07
H 6.349 -5.457 2.438  0.09
H 7.194 -8.610 -2.325  0.07
H 6.870 -7.087 -2.123  0.07
C 11.937 -13.402 6.842  -0.06
C 12.482 -12.074 6.269  -0.41
C 12.272 -10.845 7.163  -0.18
O 10.851 -10.624 7.208  -0.21
C 10.504 -9.661 8.167  -0.12
N 13.944 -12.195 5.969  0.03
H 12.137 -14.251 6.189  0.07
H 10.865 -13.310 7.020  0.07
H 12.337 -13.565 7.843  0.07
H 11.953 -12.098 5.316  0.11
H 12.666 -9.931 6.720  0.12
H 12.686 -10.978 8.162  0.13
H 10.504 -10.054 9.184  0.08
H 9.440 -9.486 8.008  0.07
H 11.068 -8.742 8.008  0.09
H 14.263 -11.263 5.748  0.05
H 14.409 -12.395 6.843  0.06
O 10.684 -10.220 0.887  -0.07
H 10.496 -9.450 0.350  0.03
H 11.540 -10.521 0.581  -0.03
O 5.444 -13.669 9.026  -0.07
H 5.436 -13.219 8.182  -0.01
H 6.054 -13.162 9.562  0.01
O 5.339 -13.531 2.659  -0.04
H 6.150 -13.118 2.955  -0.01
H 4.692 -12.825 2.672  0.00
O 3.695 -13.839 5.919  -0.06
H 3.442 -13.244 5.213  -0.03
H 4.441 -14.325 5.568  0.03
O 7.349 -11.218 9.881  -0.04
H 7.370 -10.769 10.726  0.04
H 8.241 -11.545 9.761  0.03
O 3.235 -11.936 4.025  -0.05
H 3.648 -11.163 3.639  0.00
H 2.452 -11.597 4.460  0.06
O 4.321 -9.434 2.941  -0.03
H 5.046 -8.932 2.570  -0.01
H 3.720 -8.772 3.284  0.06

=====

No. 2
This record from OMol25 describes a molecular structure, C8H26CuN4O5 in a non-equilibrium geometry. The level of theory is wB97M-V/def2-TZVPD.

Computed properties:
strongest force on any atom = 4.3 eV Å⁻¹
2S+1 = 2
E_HOMO (spin up / spin down) = -4.3 / -5.6 eV
HOMO-LUMO gap (spin up / spin down) = 4.67 / 5.96 eV

Last column: natural (NBO) charge in e.
CARTESIAN COORDINATES (ANGSTROEM)
O -2.223 1.141 1.874  -0.81
H -2.970 0.881 2.446  0.48
Cu -0.122 0.196 0.307  0.91
N 0.112 -1.232 -1.023  -0.37
N -1.699 0.349 -0.931  -0.37
O 1.290 -1.983 -1.103  -0.63
O -2.758 1.181 -0.645  -0.65
C -0.844 -1.531 -1.898  0.04
C -1.892 -0.552 -1.889  0.12
C -0.805 -2.765 -2.732  -0.68
C -3.075 -0.587 -2.789  -0.67
H -0.788 -3.681 -2.118  0.20
H 0.056 -2.784 -3.419  0.20
H -1.710 -2.814 -3.347  0.24
H -3.636 0.349 -2.712  0.24
H -3.746 -1.419 -2.530  0.21
H -2.762 -0.732 -3.831  0.21
H 1.013 -2.786 -1.603  0.45
H -2.688 1.252 0.378  0.49
O 2.613 0.541 -2.192  -0.94
H 2.490 -0.267 -2.717  0.49
H 3.402 0.967 -2.578  0.47
C -1.083 -0.095 2.039  -0.38
H -0.188 0.394 2.433  0.22
H -1.162 -0.804 1.191  0.22
H -1.440 -0.704 2.882  0.23
O -0.882 -2.439 4.488  -0.94
H -0.785 -3.310 4.064  0.48
H -0.033 -2.298 4.941  0.47
N 0.088 2.259 0.520  -0.90
C 1.426 2.853 0.363  -0.21
C 2.458 2.301 1.341  -0.42
C 2.526 0.787 1.568  -0.21
N 1.938 -0.007 0.490  -0.93
H -0.335 2.487 1.419  0.38
H -0.574 2.587 -0.189  0.40
H 1.750 2.686 -0.669  0.20
H 1.338 3.937 0.515  0.18
H 3.443 2.632 0.993  0.21
H 2.306 2.776 2.318  0.20
H 3.579 0.491 1.705  0.17
H 1.993 0.529 2.492  0.17
H 2.068 -1.014 0.597  0.40
H 2.310 0.228 -0.452  0.42

=====

No. 3
This record from OMol25 describes a molecular structure, C30H41AgAsO6PSi3. The level of theory is wB97M-V/def2-TZVPD.

Computed properties:
strongest force on any atom = 0.6 eV Å⁻¹
2S+1 = 1
E_HOMO = -2.0 eV
HOMO-LUMO gap = 6.41 eV
total charge = -2

Last column: Löwdin charge in e.
CARTESIAN COORDINATES (ANGSTROEM)
Ag 0.141 -1.207 0.477  0.66
O -3.664 0.507 0.158  -0.03
C -2.554 0.183 0.591  -0.64
O -2.137 -1.020 0.709  -0.18
C -1.538 1.325 0.989  -0.60
O -1.976 2.414 1.363  -0.02
O -0.297 1.003 0.962  -0.25
O 1.577 -3.964 1.744  -0.02
C 1.411 -3.721 0.542  -0.70
O 1.998 -2.847 -0.169  -0.16
C 0.430 -4.604 -0.227  -0.14
C 0.206 -5.898 0.233  -0.03
C -0.627 -6.766 -0.451  -0.10
C -1.274 -6.333 -1.601  -0.10
C -1.082 -5.036 -2.052  -0.08
C -0.223 -4.161 -1.383  -0.29
P -0.036 -2.409 -1.919  1.11
C 1.311 -2.491 -3.151  -0.36
C 1.579 -1.349 -3.905  -0.11
C 2.593 -1.343 -4.852  -0.11
C 3.377 -2.475 -5.040  -0.12
C 3.133 -3.607 -4.276  -0.10
C 2.106 -3.617 -3.342  -0.08
C -1.504 -2.192 -3.008  -0.36
C -2.649 -1.687 -2.391  -0.07
C -3.797 -1.449 -3.138  -0.07
C -3.812 -1.709 -4.501  -0.11
C -2.674 -2.210 -5.123  -0.11
C -1.526 -2.449 -4.380  -0.11
H 0.703 -6.189 1.150  0.11
H -0.782 -7.774 -0.084  0.09
H -1.941 -6.996 -2.140  0.09
H -1.617 -4.695 -2.930  0.09
H 0.980 -0.457 -3.748  0.11
H 2.785 -0.448 -5.431  0.09
H 4.181 -2.467 -5.765  0.09
H 3.751 -4.488 -4.401  0.09
H 1.927 -4.502 -2.745  0.11
H -2.644 -1.463 -1.325  0.07
H -4.661 -1.032 -2.637  0.10
H -4.704 -1.509 -5.085  0.09
H -2.678 -2.411 -6.188  0.09
H -0.639 -2.834 -4.870  0.10
C 4.732 -1.432 -1.623  -0.22
Si 4.660 -0.377 -0.078  0.25
C 6.200 0.727 -0.072  -0.23
C 4.693 -1.483 1.433  -0.21
As 2.614 0.749 -0.096  0.84
Si 2.485 1.774 2.020  0.28
C 4.206 2.284 2.645  -0.24
C 1.833 0.568 3.293  -0.21
C 1.482 3.356 1.944  -0.21
Si 2.971 2.599 -1.461  0.23
C 3.638 2.012 -3.122  -0.23
C 4.217 3.868 -0.821  -0.22
C 1.324 3.450 -1.738  -0.22
H 5.654 -2.023 -1.654  0.03
H 4.680 -0.830 -2.534  0.01
H 3.883 -2.119 -1.607  0.01
H 7.101 0.122 0.072  0.02
H 6.159 1.473 0.724  0.00
H 6.299 1.251 -1.027  0.01
H 5.562 -2.149 1.404  0.03
H 3.793 -2.104 1.445  0.01
H 4.744 -0.909 2.361  0.01
H 4.872 1.423 2.742  0.00
H 4.104 2.739 3.637  0.02
H 4.687 3.013 1.989  0.00
H 2.629 -0.081 3.666  0.02
H 1.031 -0.041 2.877  0.00
H 1.414 1.127 4.135  0.03
H 1.959 4.110 1.315  0.00
H 1.396 3.776 2.953  0.03
H 0.476 3.133 1.584  0.01
H 4.643 1.593 -3.022  0.01
H 3.685 2.850 -3.824  0.02
H 2.995 1.240 -3.547  0.00
H 5.217 3.434 -0.745  0.01
H 3.924 4.219 0.169  0.00
H 4.272 4.738 -1.484  0.02
H 0.523 2.711 -1.806  0.03
H 1.335 4.048 -2.654  0.02
H 1.073 4.106 -0.902  0.02

=====

Energy? In order: -77464.619; -69548.929; -141827.078 eV.